(1)
17
Properties=species:S:1:pos:R:3:forces:R:3:nbo_charge:R:1 method="wB97M-V/def2-TZVPD" e_lumo_ev=0.98 energy_ha=-557.7401 smiles=CSC.CC gap_ev=9.52 e_homo_ev=-8.54 charge=0
C 0.409875 -1.839456 -2.752304 0.0 -0.9 -1.0 -0.6170
C -0.935053 -2.179683 -2.138412 -0.6 0.2 0.3 -0.6135
H 0.500692 -0.774427 -2.927030 0.4 0.1 0.3 0.2066
H 1.248183 -2.290957 -2.225923 0.1 0.5 0.4 0.2089
H 0.491522 -2.315490 -3.736120 -0.1 0.2 -0.1 0.2044
H -1.445797 -3.017490 -2.612265 0.3 -0.2 0.1 0.2071
H -1.633955 -1.351607 -2.267905 0.0 0.1 0.1 0.2013
H -0.852078 -2.372548 -1.067948 -0.1 0.0 0.0 0.2026
C -0.296771 0.004457 2.211217 0.1 0.7 -0.3 -0.7270
C -0.195346 1.620754 -0.076741 0.3 -2.3 -1.8 -0.7767
S 0.628537 1.434550 1.550553 -0.6 0.7 -0.7 0.1740
H 0.355792 -0.851568 2.095187 -0.3 -0.3 0.3 0.2185
H -0.588862 0.218383 3.235097 0.3 -0.2 0.2 0.2258
H -1.220414 -0.097047 1.652702 0.0 -0.2 -0.1 0.2205
H -0.593802 2.510127 -0.556551 -0.1 0.7 1.2 0.2316
H -0.932698 0.814175 -0.182393 -0.6 0.5 0.7 0.2193
H 0.397618 1.206756 -0.917691 0.8 0.4 0.6 0.2135

=====

(2)
15
Properties=species:S:1:pos:R:3:forces:R:3:nbo_charge:R:1 method="wB97M-V/def2-TZVPD" e_lumo_ev=-3.90 energy_ha=-970.4154 gap_ev=4.03 e_homo_ev=-7.94 charge=0
N 0.697525 1.063096 1.184074 -0.2 -1.8 -0.7 -0.7737
C -0.348451 0.145959 0.879586 2.1 -0.2 3.3 -0.0165
C -0.630844 -0.015039 -0.638295 -2.6 2.7 -4.5 -0.5962
C -0.145696 -1.205385 0.341738 0.0 1.4 3.2 -0.2728
S -3.557469 -0.824196 -0.551888 0.8 0.2 -0.1 -0.1902
S 2.475017 -0.141418 -0.736845 0.5 -0.6 -0.7 -0.7258
H 3.485199 0.645374 -1.111422 0.0 0.2 0.0 0.1407
H 0.376715 1.990846 0.924323 0.0 0.1 0.3 0.3510
H -1.148244 0.203877 1.628029 -0.8 0.5 -1.4 0.2763
H -0.610432 1.595979 -1.020946 0.4 -4.0 0.6 0.3543
H -0.250541 -0.483571 -1.570173 0.5 0.8 0.4 0.3803
H -1.734607 -0.140270 -0.812376 -0.8 -0.1 0.1 0.1813
H -0.938529 -1.907479 0.463939 -1.0 0.0 -0.2 0.2538
H 0.774040 -1.696808 0.507279 1.6 0.1 -1.3 0.2798
H 1.556322 0.769032 0.512970 -0.7 0.7 1.1 0.3578

=====

(3)
87
Properties=species:S:1:pos:R:3:forces:R:3:mulliken_charge:R:1 method="wB97M-V/def2-TZVPD" spin_multiplicity=2 e_lumo_ev="-3.81 / -5.27" energy_ha=-3397.7630 gap_ev="6.50 / 5.02" e_homo_ev="-10.31 / -10.29" charge=+1
Ru -0.032207 0.522561 0.104841 -1.0 0.5 -0.5 0.3123
C 2.249111 1.210415 -1.775731 0.1 0.1 -0.1 -1.1458
C 0.771146 1.380093 -1.986211 -0.5 0.0 0.4 0.8991
N 0.003643 0.336020 -2.111407 -0.5 -1.1 -0.3 -0.0485
N -1.214802 0.310284 -2.785312 0.8 0.3 -0.3 -0.9108
C -2.281361 0.301517 -2.106061 -0.5 0.2 0.4 0.3717
S -2.363761 0.649512 -0.387424 1.2 -0.3 0.0 -0.1627
S -3.837666 -0.157400 -2.852357 0.0 0.2 -0.2 -0.0822
C -4.494271 1.410889 -3.573480 0.4 -0.1 -0.1 -1.2768
C -3.930446 1.782902 -4.924679 0.0 -0.3 0.2 0.6061
C -4.329707 1.094816 -6.068907 0.0 0.0 0.0 -0.4334
C -3.772315 1.389418 -7.304241 -0.1 0.0 0.0 -0.5311
C -2.805183 2.382170 -7.414160 0.0 0.0 0.0 -0.5162
C -2.423972 3.090972 -6.286321 0.0 0.1 0.2 -0.5337
C -2.981262 2.786621 -5.045572 0.1 0.1 -0.1 -0.0357
C 0.276316 2.771256 -2.125181 -0.1 -0.1 0.4 0.4638
C 0.231679 3.480735 -3.282682 -0.2 0.4 -0.3 -0.1821
C -0.181903 4.830584 -3.253159 0.0 -0.1 0.1 -0.6343
C -0.539813 5.460549 -2.039318 0.1 0.0 -0.4 -0.5168
C -0.513818 4.762938 -0.869472 0.1 -0.2 0.2 -0.7147
C -0.111358 3.377928 -0.874700 -0.1 0.7 -0.4 0.5334
O -0.093603 2.712036 0.189942 0.1 -1.1 0.5 -0.4035
H 2.559630 0.211907 -2.063844 0.0 0.0 0.0 0.3423
H 2.539538 1.405005 -0.740070 0.0 0.1 0.1 0.1947
H 2.779993 1.941323 -2.392330 0.0 -0.1 0.0 0.5073
H -4.335456 2.191302 -2.830312 -0.1 0.1 -0.1 0.4070
H -5.560738 1.202144 -3.643471 0.0 0.0 0.1 0.5293
H -5.083646 0.316974 -5.984605 0.1 0.0 0.0 0.3764
H -4.097062 0.850114 -8.186776 0.0 0.0 0.1 0.3784
H -2.351847 2.599462 -8.375076 -0.1 0.0 0.1 0.3869
H -1.697937 3.894945 -6.378611 -0.1 -0.1 0.1 0.3743
H -2.693398 3.342900 -4.160985 0.1 0.0 0.0 0.3388
H 0.506408 3.002938 -4.217384 0.0 0.1 0.0 0.4982
H -0.220912 5.395703 -4.177757 0.0 -0.1 0.1 0.4449
H -0.838697 6.502527 -2.039337 0.0 -0.1 -0.1 0.4524
H -0.807260 5.211144 0.073120 0.1 -0.1 0.0 0.5132
C 2.604892 -1.651895 0.143497 0.0 -0.2 0.2 -1.6249
N 1.676210 -1.655688 1.322523 0.2 0.0 -0.2 0.6006
P 0.045141 -1.965560 0.680769 0.3 1.1 0.4 0.5829
C -1.000520 -2.305397 2.131315 0.0 -0.1 0.0 0.7288
C -0.725053 -3.392075 2.966271 0.1 0.0 0.1 -0.5959
C -1.557731 -3.679724 4.032574 0.0 0.0 0.0 -0.7199
C -2.699691 -2.913174 4.256740 0.0 0.0 0.1 -0.4971
C -2.994226 -1.849946 3.419274 0.0 0.0 0.0 -0.8300
C -2.141508 -1.544472 2.362827 0.1 -0.2 0.2 0.0144
C 0.208097 -3.625616 -0.006246 -0.1 0.1 -0.5 0.9967
C -0.801084 -4.062336 -0.864494 0.1 0.0 0.0 -0.6847
C -0.799598 -5.371646 -1.321982 0.0 0.0 0.0 -0.6130
C 0.218767 -6.237098 -0.941766 0.0 0.0 0.0 -0.5734
C 1.233207 -5.797251 -0.099032 0.0 0.1 0.0 -0.9332
C 1.230653 -4.491077 0.375728 0.0 -0.1 0.0 -0.4442
P 1.446889 -0.059111 1.978692 -0.1 -0.2 0.8 -1.0767
C 1.010975 -0.303116 3.731062 0.0 0.0 -0.1 0.8959
C 1.733182 -1.214423 4.499198 0.0 -0.1 0.0 -0.5330
C 1.506231 -1.295607 5.863317 0.0 0.0 0.0 -0.7677
C 0.567682 -0.461076 6.465699 0.0 0.0 0.0 -0.5392
C -0.144628 0.452790 5.703540 0.0 0.0 0.0 -0.6608
C 0.078029 0.534536 4.332243 0.0 -0.1 0.0 -0.1824
C 3.074382 0.705127 2.208180 -0.1 0.3 -0.2 1.0266
C 3.059155 2.100063 2.286101 0.1 -0.1 -0.1 -0.6517
C 4.213126 2.788682 2.641833 0.0 0.0 0.0 -0.6092
C 5.382959 2.086594 2.900773 0.0 0.0 0.0 -0.5383
C 5.399891 0.699224 2.812404 0.0 0.0 0.0 -0.7907
C 4.248497 0.004595 2.473621 0.0 0.0 0.0 0.0203
H 3.007853 -2.648365 -0.009090 0.0 0.0 0.0 0.4122
H 3.433358 -0.972547 0.308010 0.0 0.1 0.0 0.5404
H 2.101327 -1.355462 -0.779963 -0.1 0.0 0.0 0.3516
H 0.148794 -4.009878 2.787701 -0.1 0.0 0.0 0.4107
H -1.322049 -4.508854 4.691239 0.0 0.1 -0.1 0.4328
H -3.359001 -3.154433 5.085708 0.1 0.0 -0.1 0.4084
H -3.887051 -1.254493 3.581950 0.1 -0.1 0.0 0.4498
H -2.374048 -0.724603 1.715173 -0.1 0.3 -0.2 0.0496
H -1.589106 -3.379731 -1.169413 0.0 0.0 0.0 0.4656
H -1.594275 -5.717903 -1.971606 0.1 0.0 0.0 0.4224
H 0.221464 -7.260123 -1.300550 0.0 0.1 0.0 0.3941
H 2.025570 -6.474338 0.198822 -0.1 0.0 0.0 0.4192
H 2.007975 -4.153171 1.054949 -0.1 -0.1 -0.1 0.5125
H 2.468089 -1.858508 4.025037 -0.1 0.0 0.1 0.3014
H 2.064573 -2.006615 6.463545 -0.1 0.1 -0.1 0.4375
H 0.394426 -0.525535 7.535397 0.0 0.0 -0.1 0.4087
H -0.873194 1.102989 6.175808 0.1 -0.1 -0.1 0.4542
H -0.473654 1.245873 3.728658 0.0 0.0 0.0 0.3726
H 2.141115 2.641063 2.074360 0.0 0.0 0.0 0.3266
H 4.196004 3.870436 2.720879 0.0 -0.1 0.0 0.4391
H 6.285006 2.620113 3.174037 0.0 0.0 0.0 0.4067
H 6.313330 0.153045 3.020130 -0.1 0.1 0.0 0.4425
H 4.266507 -1.079489 2.423595 0.0 0.1 0.0 0.3388

=====

(4)
26
Properties=species:S:1:pos:R:3:forces:R:3:nbo_charge:R:1 method="wB97M-V/def2-TZVPD" e_lumo_ev=0.71 energy_ha=-610.2746 smiles="CC(C)[C@H](N)C(=O)NCC(=O)O" gap_ev=10.08 e_homo_ev=-9.37 charge=0
C 0.769405 0.279037 0.859712 -2.3 1.5 0.8 -0.1114
C -0.417685 1.250575 0.160084 2.9 -2.3 -0.9 0.6774
C 2.084657 -0.194313 0.273563 -0.6 -2.8 -1.1 -0.2256
C 1.996307 -1.554473 -0.681335 -3.0 1.5 1.2 -0.6203
C 2.766409 0.944136 -0.491308 0.5 -1.3 -1.7 -0.6226
C -1.951673 -0.469602 -0.707386 -1.0 1.1 -1.4 -0.3578
C -3.405279 -0.308825 -0.209823 1.5 0.1 3.0 0.7543
H 0.292357 -1.302793 2.057731 0.1 -0.6 1.5 0.3704
H -0.688658 0.137078 2.061345 -0.1 -1.5 0.9 0.3775
H 1.119503 0.992410 1.648679 -0.2 -0.1 -0.8 0.1917
H 2.720817 -0.564767 1.119924 -0.5 0.7 -0.4 0.2051
H 1.318773 -1.262056 -1.564800 0.6 -0.9 1.4 0.2062
H 2.912955 -1.746545 -1.118566 2.2 -0.2 -0.7 0.2033
H 1.710619 -2.547543 -0.128261 0.0 2.1 -1.0 0.2155
H 2.224288 1.126167 -1.474546 0.4 -0.1 1.2 0.2116
H 2.817044 1.927071 0.041392 0.4 -1.1 -0.3 0.2372
H 3.730208 0.404957 -0.833137 -0.9 1.8 0.7 0.2173
H -2.069793 1.538513 -0.930650 0.6 0.4 0.1 0.4083
H -2.182845 -0.697086 -1.760526 0.9 -1.0 0.1 0.2136
H -1.194203 -1.004525 -0.100579 -1.5 -1.1 -0.4 0.3041
H -4.686515 0.574639 0.244228 -1.0 1.8 0.1 0.5074
N -0.209101 -0.617083 1.555889 0.8 1.1 -1.4 -0.8572
N -1.358021 0.839482 -0.737868 -0.3 0.2 -0.1 -0.6214
O -0.341665 2.376054 0.490840 -0.2 3.5 0.9 -0.5985
O -4.004268 -1.101405 0.494129 0.4 0.0 -1.4 -0.5871
O -3.953637 0.980898 -0.268723 0.2 -2.7 -0.2 -0.6991

=====

(5)
24
Properties=species:S:1:pos:R:3:forces:R:3:nbo_charge:R:1 method="wB97M-V/def2-TZVPD" e_lumo_ev=-2.88 energy_ha=-405.1156 gap_ev=11.35 e_homo_ev=-14.22 charge=+1
C 0.237216 1.446144 -0.200456 -0.6 0.5 0.5 -0.6316
C -0.282731 0.585614 0.942086 0.4 -0.3 -0.3 -0.0366
N -1.185429 -0.504116 0.347466 -0.5 0.1 0.5 -0.5189
C -0.829059 -1.858709 0.880451 1.6 0.2 0.3 -0.2282
C 0.405224 -1.656105 1.802749 -0.8 0.0 0.4 -0.4183
C 0.788087 -0.172425 1.727252 0.4 0.1 0.7 -0.4358
H 0.640096 2.389246 0.169610 0.3 -0.3 0.1 0.2579
H -0.614519 1.787189 -0.796807 0.2 -0.2 -0.4 0.2233
H 1.002109 0.922019 -0.770618 -0.1 0.1 -0.2 0.2325
H -0.899889 1.139524 1.635158 -0.2 0.2 0.0 0.2208
H -1.162626 -0.474847 -0.673934 0.2 -0.4 -0.2 0.4659
H -2.160524 -0.344748 0.590523 0.0 0.3 0.0 0.4328
H -1.665086 -2.297328 1.393112 -0.4 -0.1 0.0 0.2298
H -0.505325 -2.458065 0.053271 -0.4 -0.4 -0.4 0.2405
H 0.144779 -1.930590 2.829615 0.0 0.1 -0.2 0.2322
H 1.198164 -2.333118 1.506555 0.2 0.1 -0.1 0.2382
H 1.795380 -0.009270 1.345578 -0.1 -0.1 -0.5 0.2367
H 0.854049 0.241108 2.736308 -0.2 0.0 -0.1 0.2422
H -0.525443 -2.172421 -2.640872 -0.5 0.0 0.0 0.4958
H -2.063671 -2.007130 -2.777878 0.1 -0.1 -0.2 0.4999
O -1.336726 -1.960311 -2.149820 0.5 0.2 0.0 -0.9814
H 2.327089 3.818401 -2.865253 -0.1 -0.3 -0.1 0.4775
H 2.327296 4.272664 -1.454422 -0.1 -0.2 0.2 0.4723
O 2.052289 3.516940 -1.989843 0.2 0.5 -0.1 -0.9476

=====

(6)
14
Properties=species:S:1:pos:R:3:forces:R:3:nbo_charge:R:1 method="wB97M-V/def2-TZVPD" e_lumo_ev=0.41 energy_ha=-734.9939 smiles="SNC1=NN=CCN1" gap_ev=8.65 e_homo_ev=-8.24 charge=0
C -0.608068 -0.450284 0.003518 2.8 -6.1 -1.9 0.5540
C 2.065688 -0.177255 -0.190471 3.8 -0.8 2.3 -0.0068
C 1.334814 1.062207 0.023577 -0.4 2.2 -0.6 -0.2728
H -3.441928 -0.351227 1.224418 0.2 0.7 -0.9 0.0822
H -1.944418 -1.985868 -0.137191 0.3 2.5 -0.8 0.4439
H 3.211358 -0.199640 0.032753 -1.8 0.6 -1.3 0.1967
H 1.505330 1.602028 0.975795 0.3 -0.8 0.0 0.2094
H 1.695541 1.904285 -0.733292 -1.2 -1.8 1.0 0.2097
H -0.525229 1.588089 -0.727179 0.2 -3.2 2.5 0.4218
N -1.883567 -0.925699 -0.356983 2.1 -1.3 0.8 -0.7783
N 0.191155 -1.553059 0.070891 0.4 1.9 0.5 -0.4525
N 1.629907 -1.355023 -0.062333 -2.7 -0.5 0.0 -0.2059
N -0.120705 0.767092 -0.055157 -0.8 5.8 -3.1 -0.6100
S -3.109878 0.074349 -0.068349 -3.2 0.8 1.4 0.2086

=====

(7)
10
Properties=species:S:1:pos:R:3:forces:R:3:nbo_charge:R:1 method="wB97M-V/def2-TZVPD" e_lumo_ev=-8.10 energy_ha=-321.4994 smiles="O=C1CC[N+]1=O" gap_ev=8.55 e_homo_ev=-16.65 charge=+1
C 0.978388 -0.793946 -0.066911 -3.1 -1.0 1.1 0.6691
C -0.636894 -0.675325 0.268841 3.2 -0.3 3.2 -0.4844
C -0.642924 0.748495 -0.267259 -2.6 0.3 -1.7 -0.3342
N 0.814498 0.706037 -0.136644 2.1 2.6 -1.2 0.2645
O 1.914974 -1.460623 -0.069010 0.5 -0.1 -0.3 -0.3037
O 1.595394 1.488877 0.238766 -0.4 0.4 0.1 -0.0074
H -1.124957 -1.434119 -0.182092 -2.0 -2.1 -1.8 0.2713
H -0.670968 -0.910208 1.406287 -0.2 1.0 -1.7 0.2922
H -1.045063 0.720488 -1.427274 1.6 0.2 2.7 0.3224
H -1.182446 1.610325 0.235292 1.0 -1.1 -0.3 0.3102

=====

(8)
62
Properties=species:S:1:pos:R:3:forces:R:3:nbo_charge:R:1 method="wB97M-V/def2-TZVPD" e_lumo_ev=-0.21 energy_ha=-1196.3841 smiles=CC(C)O.CC(C)O.CC(C)O.OCCO.OCCO.O.O gap_ev=9.78 e_homo_ev=-9.99 charge=0
O -1.474720 2.044896 1.200577 -0.3 0.0 0.0 -0.9488
H -2.065829 2.202243 0.453183 0.1 0.0 0.0 0.4782
H -2.042751 2.103972 1.977022 0.1 0.0 0.0 0.4755
O -0.578569 0.080135 -0.748673 -0.1 0.0 -0.2 -0.9723
H -0.336192 0.610130 0.023761 -0.2 0.0 0.0 0.4933
H -1.289443 -0.494970 -0.435522 0.0 0.2 0.1 0.4821
C -1.463183 1.540574 -4.161426 -0.1 -0.1 0.2 -0.0822
C 0.058970 1.777351 -4.242207 -0.7 -0.1 0.3 -0.0885
O 0.662571 1.145105 -5.363251 -0.5 -0.3 0.4 -0.7055
O -2.028011 2.045553 -2.956602 0.0 0.6 0.0 -0.7374
H -1.787144 0.494858 -4.199328 0.6 -0.2 -0.5 0.1524
H -1.903673 2.074058 -5.003701 -0.3 -0.1 0.1 0.1776
H 0.506822 1.442513 -3.301104 0.1 0.1 0.0 0.1615
H 0.170361 2.853298 -4.367652 0.4 0.0 0.1 0.1802
H 0.413140 0.216239 -5.261965 0.3 0.1 -0.3 0.4600
H -1.907636 1.391676 -2.260467 0.4 -0.1 0.0 0.4788
C -5.130486 -0.469200 -1.577542 1.0 -0.7 1.1 -0.0895
C -4.726725 -1.425375 -0.449290 -0.8 0.5 1.6 -0.1023
O -3.700783 -0.820165 0.362877 0.4 -0.1 -0.4 -0.7563
O -5.773302 0.661369 -1.026172 -0.5 0.0 0.0 -0.7148
H -5.840765 -0.988911 -2.212838 0.1 0.3 -0.5 0.1920
H -4.180465 -0.161366 -2.018672 -0.3 -0.1 -0.8 0.1716
H -4.412627 -2.453024 -0.622267 0.3 0.2 -0.9 0.1952
H -5.608165 -1.545808 0.194681 -0.1 0.0 -0.1 0.1703
H -4.097791 -0.226746 1.003439 -0.2 -0.1 0.0 0.4707
H -5.131963 1.237338 -0.604759 0.2 0.0 -0.1 0.4638
C 1.260069 2.435829 2.759430 -0.5 0.0 1.5 -0.6188
C 2.553240 2.986868 3.327881 0.0 -0.5 -0.1 0.0959
C 2.579032 3.437715 4.779790 0.2 0.1 0.3 -0.6357
O 3.564195 1.994624 3.162624 0.9 0.4 -0.7 -0.7338
H 1.254829 2.282547 1.686747 0.1 0.3 -0.1 0.2217
H 0.442866 3.070997 3.115373 -0.1 0.1 -0.6 0.2046
H 1.075056 1.470417 3.246322 0.0 -0.1 -0.1 0.1908
H 2.862279 3.845363 2.724288 0.2 -0.2 -0.1 0.1770
H 2.296732 2.657039 5.491827 -0.1 -0.1 -0.2 0.1973
H 2.013444 4.335295 5.037866 -0.2 -0.1 -0.4 0.2110
H 3.629784 3.670716 4.960552 0.0 0.0 0.2 0.2245
H 3.420010 1.192006 3.668771 -0.5 0.1 0.2 0.4636
C 2.900073 -0.947671 -1.053936 0.4 0.9 -0.4 -0.6284
C 3.517735 0.175532 -0.194504 0.3 -2.1 -0.1 0.1073
C 4.306028 -0.496235 0.944116 -0.2 1.1 -0.4 -0.6234
O 4.480581 0.905002 -0.929288 0.0 0.3 -0.1 -0.7217
H 2.225296 -1.535899 -0.435125 -0.5 0.2 -0.4 0.2063
H 3.626008 -1.633712 -1.496347 0.4 0.1 0.4 0.2044
H 2.462879 -0.438864 -1.921655 -0.8 -0.5 0.2 0.2015
H 2.686942 0.800651 0.144635 0.2 0.2 0.2 0.1523
H 4.906960 0.299087 1.389307 0.1 -0.3 0.3 0.2326
H 4.944650 -1.236222 0.466678 0.2 -0.1 0.2 0.2046
H 3.680106 -0.970259 1.698792 -0.1 0.0 0.0 0.1956
H 4.208964 0.968263 -1.850801 -0.1 0.0 0.1 0.4671
C -1.701759 -4.020472 -0.387307 -0.4 1.2 0.2 -0.6181
C -0.384849 -3.408178 0.087758 -0.9 -1.1 0.4 0.0878
C -0.257118 -3.524572 1.598117 1.2 -0.1 0.2 -0.6351
O 0.611260 -4.218414 -0.531643 0.3 0.4 -0.2 -0.7220
H -1.932858 -3.636581 -1.382497 0.1 -0.5 -0.2 0.2075
H -2.505203 -3.629415 0.245984 0.0 -0.1 0.1 0.2003
H -1.706639 -5.104363 -0.326457 0.1 0.0 -0.2 0.2213
H -0.372801 -2.355827 -0.213912 0.5 -0.1 -0.1 0.1648
H -0.269820 -4.576534 1.891340 -0.4 0.0 0.0 0.2135
H -0.948073 -2.936640 2.199150 -0.3 0.0 -0.2 0.2145
H 0.753342 -3.199136 1.884080 -0.1 0.2 0.0 0.1969
H 1.485119 -3.994700 -0.190059 -0.1 0.1 0.0 0.4665

=====

Energy above the lowest of the compared OMol25 structures with the same formula, charge and spin, record by record: 19.0, 261.3, 62.3, 82.2, 2.8, 95.3, 104.8, 34.8 kcal per mole
Max |F|, record by record: 2.9, 5.8, 1.3, 3.8, 1.7, 6.9, 4.6, 2.1 eV/Å